Record 1
Density functional theory data (ωB97M-V/def2-TZVPD) for C18H27F6N9P as an isolated structure at a distorted geometry.

Structure (XYZ):
```
61
Properties=species:S:1:pos:R:3
P -0.0412 -0.1381 0.5899
F 1.4153 -0.6192 0.0131
F 0.3586 1.4174 0.1916
F -0.5857 -0.2497 -0.9420
F -1.5253 0.4180 1.1192
F -0.4166 -1.7067 0.9865
F 0.6206 0.0784 2.0015
C -3.6674 1.4116 1.4332
C -3.4580 0.8965 2.8300
N -3.3241 0.5086 3.9048
H -3.8773 0.5039 0.8675
H -2.8377 1.9173 0.9393
H -4.4747 2.1382 1.3408
C -1.1599 -0.7540 -3.2524
C -1.3448 -1.9986 -2.5133
N -1.4234 -3.0168 -1.9767
H -0.7358 -0.9389 -4.2393
H -0.4804 -0.1000 -2.7058
H -2.0715 -0.1675 -3.3666
C 1.7069 -2.3092 -1.8170
C 1.2646 -3.7085 -1.9014
N 0.8789 -4.7931 -2.0097
H 2.5507 -2.4221 -1.1363
H 0.9195 -1.7301 -1.3345
H 1.9803 -1.8969 -2.7883
C 1.3879 0.5630 -2.4276
C 2.3137 1.0743 -1.3136
N 3.0679 1.4226 -0.4784
H 0.9781 1.4404 -2.9280
H 0.5232 0.0788 -1.9738
H 1.8578 -0.1146 -3.1405
C -0.4560 -3.8943 0.2040
C 0.8849 -4.2512 0.5896
N 1.9723 -4.6117 0.9023
H -1.0208 -4.7982 -0.0240
H -0.4665 -3.2545 -0.6784
H -0.9732 -3.3526 0.9959
C 0.6327 3.7962 0.9392
C 1.7135 2.8574 1.0941
N 2.5715 2.1089 1.2041
H 0.0913 3.2654 0.1561
H 0.9342 4.7707 0.5552
H -0.0499 3.8305 1.7883
C -1.2440 2.3808 -1.4564
C -1.0807 2.0587 -2.8282
N -0.8725 1.7033 -3.9502
H -0.7702 3.3523 -1.3155
H -0.9869 1.6630 -0.6775
H -2.3194 2.5160 -1.3407
C -0.7903 1.9719 3.1177
C -1.0670 1.4423 4.4620
N -1.2753 0.9647 5.4939
H -1.2185 1.2331 2.4404
H 0.2614 2.0084 2.8335
H -1.1828 2.9888 3.1141
C 2.5556 -1.8284 1.5112
C 2.9976 -0.4138 1.2463
N 3.3486 0.7158 1.0637
H 2.3497 -2.3565 0.5801
H 1.6288 -1.7466 2.0790
H 3.4317 -2.3253 1.9280
```

energy relative to the best compared isomer or geometry (same formula, charge and spin): 18.4687 eV
total charge: -1
Kohn-Sham gap: 5.17 eV

Record 2
Density functional theory data (ωB97M-V/def2-TZVPD) for C18H27IrN6O8PS2 as an isolated structure at a distorted geometry.

Structure (XYZ):
```
63
Properties=species:S:1:pos:R:3
Ir 7.7113 10.5953 10.2971
N 10.3657 13.2375 13.6630
C 10.0387 12.9957 12.2839
S 9.0391 14.2455 11.6557
N 10.4805 11.8621 11.7209
N 9.8818 11.5948 10.5196
C 10.5688 11.6167 9.4298
C 9.9257 11.1209 8.1910
C 10.5864 11.1817 6.9467
C 9.8786 10.9223 5.7921
C 8.5443 10.7449 5.8477
C 7.9022 10.5593 7.1040
N 8.6249 10.7863 8.1908
H 10.4140 14.2463 13.8784
H 11.2496 12.8696 13.9330
H 11.6196 11.9480 9.4235
H 11.6465 11.2990 6.9235
H 10.4570 10.8379 4.8797
H 7.9461 10.4925 5.0037
H 6.8402 10.2337 7.2518
O 5.8301 11.1870 9.4932
S 5.8739 12.7390 9.7995
O 4.5867 13.0865 10.3767
O 6.9709 12.7941 10.8445
O 6.1975 13.4519 8.6060
C 7.6481 6.6178 12.7946
C 7.0586 5.9420 11.5294
C 7.7165 6.4188 10.2446
C 7.1539 5.8821 8.8648
C 5.6562 5.8930 8.6237
C 9.1606 5.9725 10.2182
O 9.3461 4.7841 10.4176
N 10.1572 6.8139 10.0052
C 10.0242 8.1791 10.0026
O 11.0468 8.8357 9.8700
N 8.7900 8.6875 9.9464
C 7.6963 7.9139 10.0714
O 6.6167 8.5981 10.1357
H 7.2942 6.1559 13.6510
H 7.3181 7.6304 12.7131
H 8.7621 6.5000 12.7136
H 5.9399 6.1836 11.3946
H 7.0068 4.8430 11.5284
H 7.5341 4.8577 8.7724
H 7.7041 6.4994 8.1318
H 5.2851 5.0606 9.1921
H 5.4500 5.6124 7.5468
H 5.1767 6.8818 8.9218
H 11.0732 6.4062 10.1746
C 6.8637 12.0929 14.2962
P 6.4134 10.5785 13.4444
C 6.1744 9.3832 14.8082
C 4.9027 10.9352 12.6328
O 7.4669 10.0978 12.4953
H 5.9622 12.3821 14.8029
H 6.9957 12.8264 13.5424
H 7.8281 12.0727 14.7911
H 5.1567 9.6832 15.2957
H 6.9584 9.5550 15.5105
H 6.0761 8.4104 14.3824
H 4.0278 10.8310 13.3500
H 4.6813 10.2416 11.7915
H 4.9113 11.9058 12.1527
```

energy relative to the best compared isomer or geometry (same formula, charge and spin): 0.7776 eV
total charge: 0
2S+1: 6
Kohn-Sham gap (spin up / spin down): 7.56 / 6.60 eV

Record 3
Density functional theory data (ωB97M-V/def2-TZVPD) for C18H27N2O6P2Yb as an isolated structure at a distorted geometry.

Structure (XYZ):
```
56
Properties=species:S:1:pos:R:3
Yb 0.3513 0.4344 -0.5989
P 2.4213 -1.5026 -0.3355
C 2.2636 -1.9468 -2.0407
C 1.0497 -1.9349 -2.7752
N -0.0781 -1.2751 -2.3019
C -1.2675 -1.5309 -2.8739
C -1.3991 -2.3704 -3.9813
C -0.2553 -2.9008 -4.5798
C 0.9735 -2.6466 -4.0038
C -2.5221 -0.9330 -2.2453
P -2.3335 0.7823 -1.5971
H 1.9044 -3.0491 -4.3997
H -2.4021 -2.5784 -4.3464
H -0.3393 -3.5087 -5.4758
H -3.3270 -0.9312 -2.9970
H -2.8470 -1.5669 -1.3993
H 3.0765 2.8082 -3.4208
H 3.1550 -2.2078 -2.6331
H -1.2790 5.1682 -2.9633
O 2.9069 2.3644 -2.5906
H 3.0556 3.0682 -1.9266
H 1.0747 1.5350 1.1644
O -0.9887 4.3139 -2.6419
H -0.7918 4.4426 -1.6994
C -2.7163 1.7162 -3.1232
H -3.6785 1.4033 -3.5532
H -2.7144 2.7876 -2.8855
H -1.9125 1.5486 -3.8512
C -3.9474 0.9037 -0.7503
H -3.8911 1.7412 -0.0430
H -4.7638 1.0930 -1.4617
H -4.1568 -0.0154 -0.1866
C 2.5017 -3.1859 0.4255
H 3.4913 -3.6353 0.2582
H 2.3048 -3.0902 1.5005
H 1.7316 -3.8199 -0.0342
C 4.1916 -1.0129 -0.2379
H 4.3898 -0.6960 0.7961
H 4.8428 -1.8568 -0.4978
H 4.3795 -0.1673 -0.9123
O -0.7094 -0.3743 1.3206
C -0.3567 0.5906 2.0222
O 0.1163 1.7358 1.2979
C -0.2333 0.6854 3.4540
C -0.1047 1.9403 4.0809
C -0.0543 2.0228 5.4649
C -0.0918 0.8344 6.2215
C -0.1630 -0.4281 5.5977
C -0.2339 -0.5016 4.2151
N -0.0469 0.8932 7.6435
O 0.0238 2.0103 8.2069
O -0.0715 -0.1895 8.2785
H -0.0577 2.8454 3.4803
H -0.0057 2.9771 5.9924
H -0.1875 -1.3209 6.2226
H -0.2779 -1.4687 3.7202
```

total charge: +2
2S+1: 2
Kohn-Sham gap (spin up / spin down): 6.56 / 6.99 eV

Record 4
Density functional theory data (ωB97M-V/def2-TZVPD) for an isolated molecule of C18H27N3O4S at a distorted geometry.

Structure (XYZ):
```
53
Properties=species:S:1:pos:R:3
C -4.5143 -4.4741 -0.9511
C -4.0172 -3.5851 0.1818
C -3.1365 -2.4528 -0.3395
C -2.6300 -1.5627 0.7993
N -1.7849 -0.5069 0.3089
C -2.1485 0.7637 -0.0613
C -3.5386 1.2734 0.0859
C -3.6192 2.7431 -0.3212
C -5.0264 3.2790 -0.3438
O -5.3450 4.3967 -0.0436
O -5.9230 2.3733 -0.7664
N -1.1597 1.4594 -0.5441
C -0.0686 0.6329 -0.5204
C 1.2431 0.8522 -0.9232
C 2.1243 -0.1952 -0.7748
S 3.8434 0.0600 -1.2228
O 4.5035 -1.2131 -1.2091
O 3.9065 0.8544 -2.4141
N 4.4742 0.9651 0.0187
C 4.5408 0.2858 1.2962
C 5.8968 -0.3846 1.4850
C 4.2460 2.3893 -0.0035
C 5.4785 3.1643 0.4524
C 1.7522 -1.4303 -0.2502
C 0.4532 -1.6687 0.1529
C -0.4494 -0.6245 0.0154
H -5.0992 -3.8954 -1.6622
H -3.6765 -4.9213 -1.4810
H -5.1401 -5.2730 -0.5617
H -4.8720 -3.1628 0.7149
H -3.4480 -4.1877 0.8931
H -3.7036 -1.8446 -1.0475
H -2.2794 -2.8688 -0.8734
H -2.0522 -2.1627 1.5089
H -3.4754 -1.1219 1.3333
H -3.8646 1.1582 1.1242
H -4.2116 0.6829 -0.5413
H -3.0177 3.3634 0.3422
H -3.2048 2.8528 -1.3261
H -6.8066 2.7723 -0.7989
H 1.5583 1.7867 -1.3545
H 3.7506 -0.4732 1.3385
H 4.3544 1.0106 2.0937
H 6.6910 0.3561 1.4597
H 6.0532 -1.0925 0.6765
H 5.9280 -0.9096 2.4368
H 3.3788 2.6586 0.6193
H 4.0266 2.6352 -1.0430
H 6.3306 2.8904 -0.1628
H 5.7134 2.9466 1.4915
H 5.2983 4.2315 0.3528
H 2.5065 -2.1988 -0.1918
H 0.1605 -2.6279 0.5516
```

energy relative to the best compared isomer or geometry (same formula, charge and spin): 0.5154 eV
total charge: 0
Kohn-Sham gap: 9.29 eV
SMILES string: CCCCn1c(CCC(=O)O)nc2cc(S(=O)(=O)N(CC)CC)ccc21

Record 5
Density functional theory data (ωB97M-V/def2-TZVPD) for C18H27N4O4ScSi as an isolated structure.

Structure (XYZ):
```
55
Properties=species:S:1:pos:R:3
Sc -0.1906 0.0230 0.0231
C -2.0563 -0.5723 1.5659
C -2.4885 0.5749 0.8703
C -2.6701 0.2080 -0.4811
C -2.3316 -1.1491 -0.6243
C -1.9576 -1.6337 0.6442
H -1.8262 -0.6194 2.6198
H -2.6465 1.5509 1.3038
H -3.0332 0.8492 -1.2722
H -2.3265 -1.7147 -1.5433
H -1.6247 -2.6366 0.8655
O 3.3502 -4.8662 0.3863
C 3.3776 -4.2391 1.5508
O 4.1316 -4.5591 2.4348
C 2.5468 -3.0073 1.6756
C 2.5266 -2.2070 2.8069
N 1.6757 -1.1994 2.5660
N 1.1497 -1.2851 1.3462
C 1.6696 -2.3628 0.7817
C 1.2783 -2.5660 -0.6601
O 1.7167 -3.5241 -1.2930
O 0.5128 -1.6401 -1.0861
H 2.7364 -4.4340 -0.2749
H 3.0597 -2.3067 3.7361
H 1.4579 -0.3728 3.1071
N 2.0078 0.5116 -0.9222
C 2.6236 1.8363 -1.0627
C 1.7925 2.7103 -1.9892
C 0.4108 3.0292 -1.4385
N -0.4844 1.8502 -1.4500
H 2.5704 -0.0656 -0.3060
H 1.9858 0.0246 -1.8133
H 3.6508 1.7641 -1.4369
H 2.6561 2.2839 -0.0680
H 1.7030 2.2334 -2.9729
H 2.3213 3.6493 -2.1643
H -0.0388 3.8467 -2.0113
H 0.4944 3.3505 -0.3988
H -0.5955 1.5146 -2.4044
H -1.4084 2.1470 -1.1617
C 2.1172 4.9961 2.8955
Si 1.7810 3.3203 3.6821
C 0.5517 3.5025 5.0926
C 3.3898 2.5790 4.3221
C 1.0802 2.2024 2.4008
C 0.5793 1.4972 1.5332
H 2.5216 5.7008 3.6242
H 1.2020 5.4249 2.4860
H 2.8384 4.9082 2.0814
H 0.9346 4.1762 5.8613
H 0.3465 2.5402 5.5634
H -0.3968 3.9031 4.7344
H 3.8456 3.2183 5.0800
H 4.1113 2.4514 3.5142
H 3.2229 1.6004 4.7753
```

total charge: 0
Kohn-Sham gap: 8.79 eV

Record 6
Density functional theory data (ωB97M-V/def2-TZVPD) for an isolated molecule of C18H27N5 at a distorted geometry.

Structure (XYZ):
```
50
Properties=species:S:1:pos:R:3
C -4.9835 -2.4838 0.6797
C -3.4671 -2.2292 0.8320
N -3.1595 -0.8049 0.9613
C -3.7054 -0.0430 2.0766
C -2.9510 -0.2924 3.3514
C -1.8986 -0.3297 0.3130
C -2.1231 0.5080 -1.0256
C -2.5100 -0.4565 -2.1780
C -3.3012 1.4881 -0.8421
C -0.9378 1.4088 -1.4470
C 0.4163 1.3869 -1.0620
C 0.9954 0.3126 -0.2857
C 1.2266 -0.9582 -0.8730
C 1.8492 -1.9699 -0.1600
C 2.2579 -1.7395 1.1404
C 2.0869 -0.4614 1.7241
C 1.4617 0.5615 1.0155
C 1.3511 2.4612 -1.5484
N 0.9354 3.6129 -2.0090
N 2.0508 4.2976 -2.3526
N 3.0991 3.6058 -2.1630
N 2.7174 2.4638 -1.5646
C 3.5791 1.2835 -1.4292
H -5.1272 -3.4786 0.3201
H -5.4713 -2.3755 1.6433
H -5.4199 -1.8236 -0.0499
H -2.9361 -2.5670 -0.0507
H -3.0395 -2.8055 1.6285
H -3.6464 1.0180 1.8344
H -4.7869 -0.2441 2.1930
H -3.2513 0.4652 4.1034
H -3.2414 -1.2585 3.7220
H -1.8882 -0.2617 3.2450
H -1.3965 0.3947 0.9916
H -1.2248 -1.1876 0.1569
H -1.7011 -1.1647 -2.3979
H -3.4240 -0.9571 -1.8913
H -2.7559 0.0999 -3.0655
H -3.1346 2.1599 -0.0147
H -4.2186 0.9416 -0.6573
H -3.5119 2.0710 -1.7335
H -1.2091 2.2315 -2.1026
H 0.8683 -1.1406 -1.8539
H 1.8859 -2.9562 -0.6299
H 2.6684 -2.5523 1.7751
H 2.4064 -0.2746 2.7366
H 1.3000 1.5260 1.5124
H 3.1187 0.4555 -1.9638
H 3.7905 1.0212 -0.3586
H 4.5313 1.4322 -1.9358
```

energy relative to the best compared isomer or geometry (same formula, charge and spin): 0.4873 eV
total charge: 0
Kohn-Sham gap: 8.37 eV
SMILES string: CCN(CC)CC(C)(C)/C=C(\c1ccccc1)c1nnnn1C

Record 7
Density functional theory data (ωB97M-V/def2-TZVPD) for a 9-piece molecular cluster, C18H27N9 overall at a distorted geometry.

Structure (XYZ):
```
54
Properties=species:S:1:pos:R:3
C -2.0031 3.6785 3.2144
C -1.4054 4.7494 4.0071
N -0.9103 5.5643 4.6460
H -2.0627 2.8240 3.8887
H -1.3798 3.5012 2.3426
H -3.0182 3.9246 2.9096
C 1.9970 5.0833 2.8079
C 1.1660 4.7038 1.6482
N 0.5192 4.3814 0.7591
H 2.6076 5.9529 2.5778
H 2.6562 4.2214 2.9207
H 1.3220 5.3065 3.6297
C 1.2673 -0.9125 -3.7032
C 2.4429 -0.4472 -2.9580
N 3.3767 -0.1164 -2.3772
H 0.5994 -1.2630 -2.9149
H 1.5731 -1.7801 -4.2851
H 0.7507 -0.1690 -4.2983
C 2.5609 -0.1922 3.5280
C 1.2739 0.4940 3.4574
N 0.2707 1.0445 3.3650
H 3.1897 0.1429 2.7055
H 2.3200 -1.2294 3.2656
H 2.9814 -0.1248 4.5236
C 0.3419 0.8694 0.0524
C -0.5547 0.0896 -0.8031
N -1.2431 -0.5702 -1.4428
H -0.2375 1.5809 0.6377
H 0.9570 1.5053 -0.5862
H 0.9349 0.1619 0.6220
C -0.5477 -3.9116 -1.0836
C 0.7314 -4.4632 -1.5032
N 1.7793 -4.8267 -1.7894
H -0.4016 -2.8897 -0.7336
H -0.9639 -4.5414 -0.3001
H -1.2527 -3.8111 -1.9084
C -4.1752 -0.1381 -0.1495
C -3.6341 1.2151 -0.2749
N -3.2197 2.2845 -0.2993
H -3.9203 -0.7301 -1.0262
H -5.2536 -0.0696 -0.0278
H -3.7082 -0.6428 0.6945
C 4.0546 -2.8968 -0.3846
C 2.7742 -2.5088 0.1946
N 1.7847 -2.1102 0.6206
H 4.8704 -2.8369 0.3377
H 4.3279 -2.1895 -1.1671
H 4.0088 -3.9206 -0.7467
C -3.5200 -2.0178 -3.8415
C -2.7672 -2.9277 -4.6931
N -2.1735 -3.6452 -5.3649
H -2.8995 -1.1716 -3.5438
H -3.7177 -2.5273 -2.8939
H -4.4702 -1.6979 -4.2559
```

energy relative to the best compared isomer or geometry (same formula, charge and spin): 0.0738 eV
total charge: 0
Kohn-Sham gap: 11.83 eV
SMILES string: CC#N.CC#N.CC#N.CC#N.CC#N.CC#N.CC#N.CC#N.CC#N

Record 8
Density functional theory data (ωB97M-V/def2-TZVPD) for C18H27O14Pt as an isolated structure at a distorted geometry.

Structure (XYZ):
```
60
Properties=species:S:1:pos:R:3
Pt -1.1169 4.0321 -1.1782
C -0.7385 0.2035 0.0651
C -0.5730 1.6281 -0.3242
O -0.8490 2.5709 0.4832
O -0.1911 1.9763 -1.4810
H -0.0783 -0.3960 -0.5545
H -1.7910 -0.0416 -0.0981
H -0.5511 0.0756 1.1285
C 0.3005 -0.5352 -3.8547
C -0.6391 -1.4791 -4.5984
C -0.9382 -2.8203 -3.8676
O -2.2102 -2.5701 -3.2616
C -2.7488 -1.4746 -3.8231
O -3.9042 -1.1610 -3.6227
O -1.9480 -0.8824 -4.6764
H 0.1776 0.4764 -4.2458
H 1.3692 -0.7029 -3.9649
H -0.0640 -0.5696 -2.8264
H -0.1897 -1.6664 -5.5733
H -0.1831 -2.9107 -3.0865
H -0.9329 -3.6783 -4.5334
C 2.3699 3.8360 3.5749
C 2.2259 2.4271 4.1526
C 1.2795 1.4842 3.4382
O 1.9159 0.2239 3.5882
C 3.2330 0.4257 3.8212
O 4.0453 -0.4313 3.6932
O 3.4648 1.6953 4.1586
H 1.3241 4.1043 3.3909
H 2.8423 3.6754 2.6052
H 2.8093 4.5490 4.2588
H 1.9384 2.5486 5.2016
H 1.1509 1.6963 2.3706
H 0.2733 1.5014 3.8553
C -4.9958 -0.5087 0.0092
C -5.2368 0.7339 -0.8447
C -5.7672 1.9776 -0.0659
O -4.9334 3.0018 -0.5327
C -3.9279 2.5327 -1.2513
O -3.0363 3.2414 -1.6532
O -3.9938 1.2366 -1.3540
H -4.3915 -0.1651 0.8514
H -4.4289 -1.3059 -0.4704
H -5.9603 -0.9377 0.2725
H -5.9502 0.4845 -1.6282
H -5.8323 1.7935 1.0118
H -6.8276 2.1550 -0.2558
C 3.9212 -4.1054 0.9066
C 3.9631 -2.6841 1.4328
C 5.1989 -1.9196 0.9398
O 4.6560 -0.7405 0.3649
C 3.3085 -0.8045 0.3606
O 2.6078 0.0527 -0.0996
O 2.8791 -1.9027 0.9369
H 3.8849 -4.0737 -0.1835
H 3.0546 -4.6630 1.2543
H 4.8695 -4.5509 1.2068
H 4.0633 -2.5370 2.5075
H 5.9265 -2.4316 0.2989
H 5.8757 -1.6902 1.7698
```

energy relative to the best compared isomer or geometry (same formula, charge and spin): 0.0000 eV
total charge: +1
2S+1: 3
Kohn-Sham gap (spin up / spin down): 7.32 / 6.64 eV